Formula: C18H21IrN5OS4
Source: the Open Molecules 2025 dataset
Level of theory: wB97M-V/def2-TZVPD

## Properties
LUMO level (alpha / beta) (eV): -6.181 / -9.321
Spin multiplicity: 2
ΔE to the lowest compared entry with this formula, charge and spin (kcal per mole): 0.00
Total charge: +2

The geometry in XYZ format:
```
50
Properties=species:S:1:pos:R:3:forces:R:3
Ir -0.054019 -0.327066 0.122929 -0.67 1.79 -0.77
C -0.799684 2.035616 2.306918 -0.04 0.11 0.01
C -2.064753 1.284653 1.955227 -0.22 0.10 0.20
S -2.162300 0.744558 0.239465 -0.03 -0.48 -0.20
C -2.068699 2.283317 -0.704977 0.07 0.07 -0.12
C -1.112419 2.071964 -1.862072 -0.16 0.09 -0.06
S 0.530187 1.494723 -1.393550 0.43 -0.34 0.30
C 1.155944 2.802160 -0.296853 0.00 0.07 0.05
C 1.728783 2.187196 0.961882 0.16 0.11 0.09
S 0.643490 1.036999 1.835028 -0.02 -0.49 0.51
H -0.754112 2.186975 3.385220 0.06 -0.02 0.00
H -0.726555 3.016564 1.838719 -0.06 -0.03 -0.05
H -2.956573 1.868344 2.187548 0.02 0.03 -0.03
H -2.131517 0.345233 2.506757 0.00 0.00 0.00
H -1.784029 3.106869 -0.052772 0.07 0.00 -0.04
H -3.061389 2.505087 -1.096475 -0.03 -0.04 0.06
H -0.998536 2.966191 -2.475861 0.01 0.02 0.05
H -1.480992 1.277509 -2.515448 -0.01 0.05 -0.05
H 0.355669 3.512788 -0.097446 -0.02 -0.03 0.05
H 1.942601 3.339035 -0.826108 -0.01 -0.02 -0.04
H 2.039636 2.945982 1.682520 -0.01 0.03 -0.04
H 2.606997 1.579179 0.731805 0.01 0.01 0.02
N -0.217639 -1.386539 -1.612366 0.15 -0.64 0.08
C 0.198380 -2.007114 -2.485655 -0.08 -0.07 -0.28
C 0.776651 -2.772577 -3.529072 -0.07 0.10 0.19
C 0.311931 -2.625720 -4.844077 0.03 -0.07 -0.08
N -0.061773 -2.491020 -5.929285 -0.02 0.02 0.07
C 1.853368 -3.607545 -3.176411 0.05 0.03 -0.06
N 2.756936 -4.249301 -2.851158 -0.06 0.01 0.02
C -1.921743 -2.608097 0.685897 0.13 0.14 0.20
O -1.116973 -1.580712 1.276452 0.00 -0.34 0.33
H -2.973619 -2.400247 0.885086 -0.03 -0.03 0.01
H -1.660578 -3.570250 1.130814 -0.01 -0.02 0.00
H -1.791838 -2.688782 -0.391699 0.01 0.02 -0.04
N 1.029133 -2.450928 2.486396 0.04 0.10 -0.04
C 1.922528 -2.196674 1.539964 -0.13 0.19 0.09
N 1.717053 -1.385337 0.496456 0.69 -0.18 -0.59
C 2.885837 -1.332237 -0.324531 -0.30 -0.12 0.12
C 3.050218 -0.665760 -1.535270 0.04 -0.07 0.07
C 4.262189 -0.759954 -2.206567 -0.06 0.03 -0.01
C 5.313952 -1.507747 -1.691774 0.05 -0.02 -0.01
C 5.163147 -2.183449 -0.494416 0.00 0.00 0.03
C 3.947683 -2.088845 0.164913 0.03 -0.04 0.04
S 3.497468 -2.891504 1.641907 0.15 -0.07 -0.01
H 0.059458 -2.158321 2.306587 -0.09 -0.09 -0.02
H 1.255181 -3.094322 3.225974 0.00 0.01 0.01
H 2.251790 -0.092830 -1.968418 -0.03 0.04 -0.10
H 4.385577 -0.248029 -3.152055 -0.01 0.02 0.02
H 6.248958 -1.571922 -2.230661 -0.01 0.01 0.01
H 5.971875 -2.775025 -0.086445 -0.02 -0.02 0.00
```
Positions in Å, forces in eV/Å.

Formula: C18H21N2OS2
Source: the Open Molecules 2025 dataset
Level of theory: wB97M-V/def2-TZVPD

## Properties
LUMO level (eV): -4.766
Spin multiplicity: 1
Total charge: +1

The geometry in XYZ format:
```
44
Properties=species:S:1:pos:R:3:forces:R:3
C -3.307917 -0.335229 -3.795324 0.49 -0.03 0.10
C -2.598067 -1.545964 -3.789508 0.03 0.19 -0.08
C -1.208986 -1.542361 -3.701683 -0.07 0.13 0.28
C -0.512976 -0.322656 -3.579600 -0.47 -0.07 0.07
C 0.913486 -0.309038 -3.329340 0.78 -0.23 -0.93
S 1.833518 1.131875 -3.470189 -0.08 -0.13 -0.07
C 3.434896 0.386282 -3.944794 -0.09 0.18 -0.02
C 3.498687 -1.057322 -3.474424 0.09 -0.18 0.69
S 1.824517 -1.761175 -3.269409 -0.29 0.40 -0.26
C -1.223868 0.889440 -3.663638 -0.11 -0.03 0.17
C -2.611669 0.882175 -3.738004 0.07 -0.13 -0.09
H -4.397126 -0.339376 -3.848673 0.33 -0.01 0.01
H -3.133096 -2.494488 -3.846711 0.16 0.29 -0.04
H -0.653139 -2.483915 -3.704105 -0.29 0.27 0.03
H 3.552842 0.461549 -5.031967 -0.21 0.06 0.26
H 4.208127 0.995528 -3.464575 -0.12 -0.18 -0.14
H 4.027697 -1.694194 -4.191341 -0.16 0.13 0.16
H 3.995331 -1.135538 -2.499593 -0.11 -0.01 -0.24
H -0.676804 1.836469 -3.640367 -0.30 -0.29 0.05
H -3.154667 1.828042 -3.746368 0.15 -0.30 -0.07
C -0.639110 -0.675762 5.651940 0.14 0.47 0.12
C -0.290575 -0.922334 4.187282 0.44 -0.20 0.24
N -0.256334 0.307620 3.405254 -0.23 -0.11 -0.69
C -0.150985 0.200557 2.023370 -0.20 0.07 0.57
C -0.051360 -1.049382 1.375344 0.09 -0.16 -0.79
C 0.069241 -1.090079 -0.022453 -0.07 0.49 0.92
N 0.078466 0.002174 -0.792142 0.00 -0.22 -0.04
C -0.083623 1.185514 -0.194859 0.11 -0.15 0.97
C -0.178409 1.342399 1.192642 0.09 0.06 -0.82
C 0.173792 1.554814 4.027675 0.51 0.21 0.18
C -0.135105 1.636304 5.520494 -0.23 -0.43 0.21
O 0.108733 0.408660 6.201120 -0.27 -0.01 -0.49
H -1.726717 -0.495048 5.736385 0.31 0.06 0.17
H -0.342946 -1.539595 6.262518 -0.34 0.14 -0.31
H 0.677936 -1.453820 4.150863 -0.16 0.17 -0.12
H -1.058049 -1.583586 3.768837 0.15 0.07 0.04
H -0.034056 -1.989829 1.922472 -0.01 0.32 -0.13
H 0.168473 -2.051863 -0.532608 0.02 0.21 0.14
H -0.134143 2.063931 -0.844804 0.08 -0.21 0.18
H -0.283904 2.350363 1.590226 0.03 -0.37 -0.12
H 1.261688 1.709954 3.901053 -0.26 -0.17 -0.17
H -0.341438 2.390836 3.546235 0.13 -0.09 0.13
H 0.543724 2.352302 6.003380 -0.39 -0.03 -0.27
H -1.186071 1.955754 5.649411 0.27 -0.17 0.18
```
Positions in Å, forces in eV/Å.

Formula: C18H21N3O2
Source: the Open Molecules 2025 dataset
Level of theory: wB97M-V/def2-TZVPD

## Properties
LUMO level (eV): 0.676
SMILES: CC(C)CNC(=O)c1ccccc1NC(=O)Nc1ccccc1
Spin multiplicity: 1
ΔE to the lowest compared entry with this formula, charge and spin (kcal per mole): 1.51

The geometry in XYZ format:
```
44
Properties=species:S:1:pos:R:3:forces:R:3
C 3.901925 1.077826 -1.889696 -0.15 0.29 0.11
C 2.673437 1.966981 -1.704807 -0.11 -0.18 -0.03
C 1.995134 2.239086 -3.044405 0.12 0.10 0.24
C 1.678617 1.344085 -0.714688 0.08 0.41 -0.05
N 1.151293 0.085715 -1.184138 0.44 0.01 -0.09
C -0.171714 -0.136288 -1.305000 0.14 -0.13 -0.33
O -1.022987 0.724417 -1.172649 -0.14 0.12 0.05
C -0.525080 -1.536296 -1.708648 -0.24 -0.11 0.00
C 0.046994 -2.116038 -2.832606 -0.03 0.03 0.12
C -0.386622 -3.347445 -3.291740 0.00 -0.11 -0.07
C -1.409141 -4.007065 -2.630108 0.02 0.02 -0.10
C -1.974343 -3.453120 -1.496871 0.00 0.17 0.11
C -1.529552 -2.224259 -1.021667 0.27 -0.04 -0.21
N -2.085310 -1.674413 0.136780 -0.43 -0.16 0.01
C -1.337565 -1.009585 1.088414 -0.32 -0.28 0.18
O -0.127857 -1.058566 1.114766 0.19 0.08 0.13
N -2.127150 -0.355337 1.996838 -0.44 0.02 -0.10
C -1.726137 0.440588 3.073318 0.19 0.11 0.27
C -0.402985 0.540177 3.491323 0.15 -0.12 -0.13
C -0.083667 1.336330 4.576007 -0.11 0.07 0.07
C -1.065382 2.034918 5.257535 0.06 0.09 0.12
C -2.383171 1.935297 4.843908 -0.01 0.00 0.00
C -2.713435 1.144799 3.760511 0.02 -0.06 -0.08
H 4.643114 1.582265 -2.505539 0.10 -0.03 -0.08
H 4.356975 0.845026 -0.929330 0.12 -0.07 0.10
H 3.632892 0.146385 -2.382725 -0.01 -0.15 -0.09
H 2.997414 2.920406 -1.273348 -0.02 -0.04 0.02
H 1.133191 2.887392 -2.909513 -0.13 0.08 -0.06
H 2.686867 2.718208 -3.733605 0.04 0.04 -0.11
H 1.651500 1.308517 -3.490186 -0.04 -0.10 -0.08
H 2.160495 1.199063 0.258326 -0.06 0.01 -0.01
H 0.819515 2.006547 -0.583705 0.12 -0.06 0.07
H 1.762695 -0.713695 -1.146350 -0.19 -0.06 0.03
H 0.816999 -1.580319 -3.369015 0.07 0.07 -0.04
H 0.061389 -3.785124 -4.170890 0.03 -0.03 -0.07
H -1.763663 -4.960001 -2.993730 -0.03 -0.07 -0.02
H -2.764497 -3.971384 -0.972355 -0.03 -0.07 0.10
H -3.056791 -1.874513 0.316566 0.14 0.08 0.02
H -3.112413 -0.292002 1.781528 0.22 0.01 -0.07
H 0.362308 0.000007 2.961045 0.02 -0.01 -0.01
H 0.946703 1.409196 4.891537 0.08 -0.01 0.01
H -0.807353 2.653402 6.103891 0.02 0.05 0.07
H -3.158827 2.476192 5.365928 -0.06 0.03 0.03
H -3.743817 1.072623 3.439092 -0.10 -0.01 -0.03
```
Positions in Å, forces in eV/Å.